1.
{
  "formula": "CH8O2",
  "method": "the ωB97M-V functional and the def2-TZVPD basis",
  "e_homo_ev": [-16.53, -16.53],
  "multiplicity": 2,
  "charge": 1,
  "total_energy_ev": -5250.1102,
  "de_lowest_kj_mol": 0.0,
  "gap_ev": [11.7, 4.5],
  "symbols": ["C", "H", "H", "H", "H", "H", "H", "O", "H", "H", "O"],
  "coordinates": [[-2.4935, 0.1637, -0.5317], [-2.0223, -0.3766, -1.3486], [-2.7205, -0.5117, 0.2848], [-3.4505, 0.5837, -0.8262], [-1.8141, 0.9081, -0.1132], [2.7744, -1.8284, 0.5304], [3.1823, -1.0257, -0.7949], [2.7146, -1.0022, 0.0429], [0.5922, 1.2361, 0.4915], [1.8630, 0.4812, 1.1553], [1.3743, 1.3717, 1.1098]],
  "forces_ev_per_angstrom": [[0.0, -0.4, 0.4], [-0.1, 0.0, 0.0], [0.1, -0.4, 0.1], [0.2, 0.4, -0.2], [-0.1, 0.4, -0.2], [0.3, -0.2, -0.4], [0.2, -0.3, 0.0], [-0.9, 1.1, 0.8], [0.1, 0.1, 0.1], [0.4, -0.4, -0.4], [-0.1, -0.2, -0.2]],
  "mulliken_charge": [-0.8351, 0.2592, 0.2773, 0.2892, 0.0144, 0.3460, 0.3345, -0.6544, 0.4771, 0.4945, -0.0027]
}

2.
{
  "formula": "C14H29ClFNO3",
  "method": "the ωB97M-V functional and the def2-TZVPD basis",
  "e_homo_ev": -9.62,
  "total_energy_ev": -37859.7191,
  "smiles": "CCOCCO[C@@H](OC[C@@H](Cl)N[C@H](F)CC)[C@H](C)CC",
  "gap_ev": 10.3,
  "symbols": ["C", "C", "O", "C", "C", "O", "C", "O", "C", "C", "Cl", "N", "C", "F", "C", "C", "C", "C", "C", "C", "H", "H", "H", "H", "H", "H", "H", "H", "H", "H", "H", "H", "H", "H", "H", "H", "H", "H", "H", "H", "H", "H", "H", "H", "H", "H", "H", "H", "H"],
  "coordinates": [[5.1193, 0.0323, 0.8866], [3.6629, -0.1812, 0.5277], [2.8303, 0.1040, 1.6485], [2.1773, -1.0037, 2.2266], [0.7543, -1.1560, 1.7620], [0.0264, -0.0676, 2.2856], [-1.3211, 0.1059, 1.9348], [-1.5157, 1.1847, 1.0179], [-0.3792, 1.5914, 0.2753], [-0.9092, 2.5202, -0.8110], [-0.2929, 4.2269, -0.5437], [-0.6796, 2.0369, -2.1313], [0.6919, 1.9676, -2.5802], [0.7654, 2.6687, -3.7772], [1.1660, 0.5514, -2.8703], [0.1993, -0.2388, -3.7577], [-2.0924, -1.1161, 1.4273], [-1.9658, -1.3200, -0.0935], [-3.5763, -0.8303, 1.7570], [-4.5562, -1.8116, 1.1142], [5.2007, 0.7436, 1.6954], [5.5845, -0.8892, 1.2203], [5.6938, 0.4059, 0.0493], [3.5087, -1.1898, 0.1519], [3.3679, 0.4917, -0.2693], [2.2009, -0.8801, 3.3032], [2.6934, -1.9410, 2.0239], [0.4102, -2.1099, 2.1494], [0.7750, -1.1858, 0.6743], [-1.8126, 0.4275, 2.8473], [0.1021, 0.7593, -0.2211], [0.3262, 2.1222, 0.8996], [-1.9736, 2.6026, -0.6852], [-1.2414, 2.5450, -2.8008], [1.3751, 2.4094, -1.8594], [2.1292, 0.6648, -3.3471], [1.2825, 0.0618, -1.9108], [0.7434, -0.6655, -4.5864], [-0.1929, -1.0790, -3.2015], [-0.6372, 0.3495, -4.1039], [-1.8646, -2.0227, 1.9759], [-1.0045, -1.0226, -0.4876], [-2.2152, -2.3330, -0.3736], [-2.6860, -0.6664, -0.5632], [-3.6748, -0.9368, 2.8353], [-3.8109, 0.1920, 1.4956], [-4.7867, -1.4780, 0.1111], [-5.4958, -1.8497, 1.6459], [-4.1022, -2.7908, 1.0330]],
  "forces_ev_per_angstrom": [[0.1, -0.3, 0.0], [0.0, 0.4, 0.2], [0.0, -0.3, -0.1], [0.1, 0.0, 0.1], [0.6, 0.2, 0.1], [-0.3, 0.0, -0.2], [0.0, -0.3, 0.1], [0.3, -0.2, 0.1], [-0.3, 0.4, 0.0], [-0.2, -0.2, -0.3], [0.1, 0.1, 0.0], [0.1, 0.2, 0.4], [0.0, -0.8, -0.3], [0.1, 0.3, 0.0], [-0.7, 0.5, -0.2], [0.5, -0.3, 0.4], [-0.8, 0.5, -0.7], [-0.1, 0.3, 0.5], [0.1, -0.7, 0.4], [0.4, 0.6, -0.3], [-0.1, 0.3, 0.2], [0.1, -0.2, 0.1], [0.1, 0.1, -0.3], [-0.2, -0.3, 0.0], [-0.1, 0.3, -0.2], [-0.1, 0.2, 0.3], [0.3, -0.1, -0.2], [-0.4, -0.2, 0.0], [-0.3, 0.0, -0.2], [0.0, 0.2, 0.3], [0.2, -0.3, 0.1], [0.3, -0.1, 0.2], [-0.4, 0.1, 0.1], [0.1, 0.0, -0.1], [0.0, 0.5, 0.1], [0.4, -0.1, 0.0], [0.3, -0.2, 0.2], [0.0, 0.0, -0.5], [-0.3, -0.2, 0.1], [-0.1, 0.2, -0.2], [0.5, -0.1, 0.1], [0.3, -0.3, -0.1], [0.1, -0.3, -0.1], [-0.2, 0.2, -0.3], [0.0, 0.3, 0.3], [-0.1, 0.3, -0.1], [-0.1, -0.1, -0.4], [-0.2, -0.2, 0.3], [-0.1, -0.4, 0.1]],
  "mulliken_charge": [-1.3925, 0.0232, -0.3503, -1.1804, 0.4049, -0.3334, -0.6807, -0.4290, 0.5893, -0.6630, -0.2215, -0.0759, -0.0878, -0.4011, 0.2448, -1.3030, 0.8427, -1.2355, -0.8485, -1.3485, 0.3195, 0.2981, 0.4132, 0.4341, 0.0824, 0.4168, 0.5207, 0.3069, -0.0586, 0.4554, -0.7091, 0.5533, 0.5252, 0.2734, 0.3358, 0.5588, -0.3543, 0.3441, 0.3157, 0.3074, 0.4858, 0.0259, 0.4269, 0.3302, 0.4391, 0.3259, 0.3472, 0.4001, 0.3265]
}

3.
{
  "formula": "C10H11N5",
  "method": "the ωB97M-V functional and the def2-TZVPD basis",
  "e_homo_ev": [-7.85, -8.47],
  "total_energy_ev": -17993.9480,
  "de_lowest_kj_mol": 139.4,
  "gap_ev": [7.5, 8.4],
  "symbols": ["C", "C", "C", "C", "C", "C", "C", "C", "C", "C", "N", "N", "N", "N", "N", "H", "H", "H", "H", "H", "H", "H", "H", "H", "H", "H"],
  "coordinates": [[-1.1570, 1.8961, -3.9755], [-1.6633, 0.8360, -2.2696], [0.4806, -1.1033, 2.3292], [0.6223, -0.6520, 1.0985], [0.0352, -0.0547, 3.1874], [0.4338, 0.8018, 1.0989], [-0.0240, -0.1744, 4.5208], [1.1270, -1.5082, -0.0066], [0.2836, -1.3565, -1.3317], [0.5811, 0.0193, -1.8560], [-2.2078, 1.5732, -3.1942], [-0.0194, 1.3557, -3.6757], [0.4436, 1.6622, 0.1604], [-0.3792, 0.6972, -2.5754], [0.0216, 1.1156, 2.4192], [-1.3902, 2.3274, -4.8973], [-2.1128, 0.3519, -1.4626], [0.6734, -2.1031, 2.6884], [-0.2873, 0.7438, 5.1559], [-0.0669, -1.1794, 4.8745], [2.1501, -1.2159, -0.1909], [0.9067, -2.5937, 0.1640], [0.7245, -2.0955, -1.8823], [-0.8043, -1.6648, -1.1171], [1.5677, 0.2632, -2.0509], [0.0610, 2.0582, 2.7887]],
  "forces_ev_per_angstrom": [[-1.4, -0.2, -1.1], [0.1, 0.4, -1.3], [-0.7, -0.8, 0.2], [1.0, -1.2, -0.7], [1.2, 1.4, 1.5], [-1.3, 1.4, -0.1], [-1.3, 2.1, 0.1], [-2.2, -0.4, -0.8], [-0.9, 2.2, 2.9], [-2.3, -1.0, 1.1], [-0.9, 0.6, 0.4], [0.1, 0.5, 0.1], [0.5, -1.3, -0.3], [2.3, -1.4, 1.4], [0.1, -0.4, -0.3], [0.3, 1.1, -1.2], [-0.6, -0.5, 1.1], [-0.1, -0.1, -0.1], [0.5, -1.8, -0.8], [0.2, -0.3, 0.7], [0.5, -0.5, -0.3], [1.1, 0.9, 0.7], [0.8, -1.8, -2.3], [1.5, 0.9, -0.5], [1.6, 0.5, -0.5], [-0.1, -0.4, -0.1]],
  "mulliken_charge": [-0.2110, 0.1817, -0.4972, 0.4253, 0.2066, 0.4821, -0.9298, -0.7206, -0.2689, -0.7050, -0.6495, -1.0437, -0.7227, 0.7731, -0.1052, 0.4192, 0.4171, 0.3914, 0.2319, 0.2891, 0.3210, 0.3143, 0.3661, 0.2854, 0.5036, 0.2455]
}

4.
{
  "formula": "C5H7NO",
  "method": "the ωB97M-V functional and the def2-TZVPD basis",
  "e_homo_ev": -9.52,
  "total_energy_ev": -8836.1034,
  "de_lowest_kj_mol": 9.6,
  "smiles": "O=C1CC=CCN1",
  "gap_ev": 10.4,
  "symbols": ["O", "C", "C", "C", "C", "C", "N", "H", "H", "H", "H", "H", "H", "H"],
  "coordinates": [[0.8197, -2.2051, -1.2733], [0.4624, -1.1847, -0.7077], [-0.5199, -0.2228, -1.3535], [-1.0784, 0.8245, -0.4337], [-0.5552, 1.0815, 0.7597], [0.6318, 0.3407, 1.3007], [0.9242, -0.8533, 0.5306], [-1.3118, -0.8338, -1.7991], [-0.0023, 0.2488, -2.1999], [-1.9367, 1.3930, -0.7865], [-0.9653, 1.8641, 1.3936], [0.4435, 0.0520, 2.3430], [1.5037, 1.0135, 1.3177], [1.5843, -1.5185, 0.9084]],
  "forces_ev_per_angstrom": [[-0.1, 0.3, 0.2], [0.0, 0.0, 0.0], [0.0, 0.0, 0.0], [0.1, 0.0, 0.2], [0.0, 0.0, -0.2], [-0.1, 0.1, 0.0], [0.0, -0.2, -0.1], [0.1, 0.1, 0.1], [0.0, -0.1, 0.1], [0.1, -0.1, 0.1], [0.1, -0.1, -0.1], [0.0, 0.0, -0.1], [-0.1, -0.1, 0.0], [-0.1, 0.1, 0.0]],
  "mulliken_charge": [-0.6549, 0.2537, -0.4189, -0.3300, -0.3270, -0.4591, -0.1274, 0.3271, 0.2573, 0.3601, 0.3484, 0.3071, 0.2355, 0.2280]
}

5.
{
  "formula": "C20H21ClN5PtS2Se2",
  "method": "the ωB97M-V functional and the def2-TZVPD basis",
  "e_homo_ev": [-9.21, -10.79],
  "multiplicity": 5,
  "charge": 1,
  "total_energy_ev": -196654.6742,
  "de_lowest_kj_mol": 103.7,
  "gap_ev": [7.1, 4.7],
  "symbols": ["Pt", "C", "C", "N", "C", "C", "S", "C", "C", "S", "C", "N", "C", "H", "H", "H", "H", "H", "H", "H", "H", "Cl", "C", "H", "H", "C", "N", "C", "C", "N", "C", "H", "H", "H", "H", "H", "H", "Se", "C", "N", "Se", "C", "C", "C", "C", "C", "C", "H", "H", "H", "H", "H"],
  "coordinates": [[0.7081, -0.0165, 0.3099], [-1.2324, 0.0123, 3.5139], [0.2325, -0.0200, 3.6924], [1.0741, -0.0800, 2.7158], [2.3785, -0.0572, 3.1203], [2.5210, 0.0190, 4.4773], [0.9920, 0.0731, 5.2513], [3.4273, -0.0764, 2.1214], [4.7711, 0.0472, 2.3409], [5.6264, 0.0257, 0.8577], [4.1186, -0.1614, 0.0131], [3.0929, -0.1969, 0.8005], [4.0633, -0.2261, -1.4647], [-1.4471, 0.0422, 2.4443], [-1.6515, 0.8925, 3.9983], [-1.6980, -0.8683, 3.9524], [3.4199, 0.0384, 5.0567], [5.2948, 0.1463, 3.2700], [5.0265, -0.5205, -1.8747], [3.8053, 0.7614, -1.8519], [3.2965, -0.9323, -1.7814], [1.9484, 2.6439, -0.2094], [0.3993, 2.0909, 0.4524], [-0.3851, 2.4907, -0.1932], [0.3030, 2.5151, 1.4523], [1.0218, 0.9264, -5.4254], [0.8563, 0.2313, -4.1765], [0.4931, -1.0727, -4.0191], [0.4865, -1.3189, -2.6778], [0.8420, -0.1813, -2.0233], [1.0496, 0.7333, -2.9473], [0.6175, 0.3139, -6.2270], [2.0776, 1.1120, -5.6273], [0.5025, 1.8847, -5.4139], [0.2744, -1.7127, -4.8471], [0.2541, -2.2240, -2.1538], [1.3463, 1.7458, -2.7569], [0.9298, -4.9042, 0.7759], [0.6446, -3.1989, 0.6698], [0.4934, -2.0590, 0.4484], [-2.1708, 0.0966, -0.8526], [-3.9209, 0.0959, -0.1120], [-4.3716, -0.9560, 0.6836], [-5.6756, -0.9657, 1.1400], [-6.5335, 0.0794, 0.8227], [-6.0786, 1.1406, 0.0509], [-4.7827, 1.1491, -0.4238], [-3.7036, -1.7709, 0.9186], [-6.0244, -1.7891, 1.7470], [-7.5538, 0.0682, 1.1784], [-6.7357, 1.9663, -0.1838], [-4.4250, 1.9660, -1.0336]],
  "forces_ev_per_angstrom": [[-0.8, 0.6, 0.6], [-0.3, 0.0, -0.1], [0.1, 0.1, 0.7], [-0.1, 0.0, -0.5], [0.0, 0.1, 1.1], [-0.2, -0.1, -0.3], [0.1, -0.1, -0.7], [1.0, 0.1, 0.1], [-0.3, 0.0, -0.3], [-0.8, -0.1, 0.0], [0.8, 0.0, 0.1], [-0.9, 0.1, -0.2], [0.0, 0.0, -0.2], [-0.1, 0.0, 0.1], [-0.1, 0.0, 0.0], [-0.1, -0.1, 0.0], [0.3, 0.0, 0.1], [0.0, 0.1, 0.2], [0.0, 0.0, 0.0], [0.0, 0.0, -0.1], [0.1, 0.0, 0.0], [0.8, 1.1, -0.4], [0.1, -0.9, -0.1], [0.0, -0.1, 0.1], [0.0, -0.2, -0.1], [0.2, 0.4, -0.5], [-0.1, -0.1, 0.4], [-0.1, -0.5, 0.1], [0.0, -0.1, -0.4], [0.0, 0.4, 0.3], [0.1, 0.1, 0.3], [0.0, 0.0, 0.0], [0.0, -0.1, 0.0], [0.0, -0.1, 0.1], [0.0, -0.1, -0.2], [-0.1, -0.2, 0.0], [0.0, 0.2, 0.0], [0.2, -1.3, 0.2], [-0.3, 1.8, -0.3], [0.6, -1.4, -0.1], [-0.3, 0.3, 0.2], [0.3, -0.1, -0.2], [0.1, 0.0, 0.0], [-0.1, 0.0, 0.0], [0.0, 0.0, 0.0], [-0.1, 0.1, 0.1], [0.1, 0.0, -0.1], [0.1, -0.1, 0.1], [0.0, 0.0, 0.0], [0.0, 0.0, 0.0], [0.0, 0.0, 0.0], [0.0, 0.0, -0.1]],
  "mulliken_charge": [1.8971, -0.7847, 0.2975, 0.0894, -0.2389, -0.5756, -0.1845, -0.0027, -0.6021, -0.1655, 0.2846, -0.1106, -0.8467, -0.0695, 0.3714, 0.3660, 0.4399, 0.4391, 0.5101, 0.1872, 0.0994, -0.2346, -0.8611, 0.4502, 0.4414, -0.8617, 0.1186, -0.5168, -0.6436, 0.2616, -0.8989, 0.3013, 0.3326, 0.3394, 0.4487, 0.4590, 0.5380, 0.1437, 0.2748, -0.5402, 0.0414, 0.3326, -0.2511, -0.6218, -0.4178, -0.5853, -0.3808, 0.4243, 0.3828, 0.3864, 0.3762, 0.3597]
}

6.
{
  "formula": "C29H29N6O4SSn",
  "method": "the ωB97M-V functional and the def2-TZVPD basis",
  "e_homo_ev": [0.44, -1.93],
  "multiplicity": 2,
  "charge": -2,
  "total_energy_ev": -64344.4352,
  "gap_ev": [3.8, 6.2],
  "symbols": ["Sn", "C", "C", "C", "C", "C", "C", "C", "C", "N", "C", "O", "C", "C", "C", "C", "C", "N", "C", "O", "N", "C", "C", "C", "C", "C", "C", "C", "C", "H", "H", "H", "H", "H", "H", "H", "H", "H", "H", "H", "H", "H", "H", "H", "H", "H", "H", "H", "H", "H", "O", "N", "C", "C", "C", "C", "C", "S", "H", "H", "H", "H", "O", "C", "N", "N", "H", "H", "H", "H"],
  "coordinates": [[0.0442, 0.2605, 0.2467], [2.1773, -3.8954, 1.3071], [1.3562, -4.0199, 0.0557], [0.8146, -5.2466, -0.3230], [0.0389, -5.3761, -1.4706], [-0.1986, -4.2500, -2.2483], [0.3199, -3.0089, -1.8940], [0.0463, -1.7924, -2.7426], [1.1127, -2.8795, -0.7353], [1.5480, -1.6176, -0.3467], [2.8716, -1.3743, -0.2198], [3.7969, -2.1104, -0.6275], [3.1419, -0.1064, 0.4962], [4.4155, 0.3683, 0.6541], [4.6525, 1.5393, 1.4039], [3.5395, 2.1849, 1.9970], [2.2837, 1.6856, 1.8167], [2.0438, 0.5367, 1.0681], [1.0943, 2.3100, 2.4518], [1.1808, 3.2836, 3.2243], [-0.0377, 1.6558, 2.1128], [-1.2861, 2.0774, 2.6042], [-1.9808, 1.2396, 3.4919], [-1.3371, -0.0418, 3.9570], [-3.2508, 1.6067, 3.9337], [-3.8415, 2.7881, 3.5050], [-3.1545, 3.6091, 2.6203], [-1.8843, 3.2715, 2.1591], [-1.1572, 4.1385, 1.1688], [2.1137, -4.8087, 1.9028], [3.2231, -3.6974, 1.0548], [1.8360, -3.0484, 1.9100], [1.0028, -6.1150, 0.3016], [-0.3759, -6.3386, -1.7496], [-0.8021, -4.3349, -3.1495], [-0.4825, -2.0697, -3.6590], [-0.5661, -1.0580, -2.2097], [0.9798, -1.2840, -3.0028], [5.2166, -0.1899, 0.1869], [5.6562, 1.9273, 1.5308], [3.6412, 3.0755, 2.6036], [-0.4341, 0.1633, 4.5374], [-2.0290, -0.6264, 4.5682], [-1.0195, -0.6491, 3.1086], [-3.7800, 0.9538, 4.6214], [-4.8335, 3.0621, 3.8507], [-3.6122, 4.5325, 2.2737], [-1.7595, 5.0093, 0.8966], [-0.2021, 4.4710, 1.5817], [-0.9352, 3.5727, 0.2580], [0.9075, 1.7287, -1.2814], [-0.2548, 2.0954, -3.3312], [0.2479, 2.2661, -4.5778], [-0.5035, 2.1574, -5.6975], [-1.8834, 1.8865, -5.5438], [-2.3855, 1.7000, -4.3129], [-1.5713, 1.7669, -3.1234], [-2.2459, 1.4560, -1.6264], [1.3024, 2.4893, -4.6003], [-0.0448, 2.2758, -6.6667], [-2.5315, 1.8205, -6.4104], [-3.4320, 1.4825, -4.1640], [1.3124, 3.5487, -2.5244], [0.7443, 2.5112, -2.2347], [-2.1656, -3.5461, 0.3173], [-1.8074, -3.0057, 1.6012], [-1.5334, -4.3160, 0.1376], [-1.9821, -2.8602, -0.4089], [-0.8937, -2.5691, 1.5508], [-2.4673, -2.2718, 1.8138]],
  "forces_ev_per_angstrom": [[0.6, -0.6, 1.0], [0.0, 0.0, 0.0], [0.0, -0.1, 0.0], [0.0, 0.1, -0.1], [0.1, 0.0, 0.0], [0.0, 0.0, 0.0], [-0.1, 0.0, -0.1], [0.1, 0.0, 0.0], [-0.1, 0.1, -0.2], [0.1, 0.0, -0.1], [-0.1, -0.4, -0.2], [-0.2, 0.2, 0.1], [-0.3, 0.3, 0.3], [0.0, 0.3, 0.2], [-0.2, 0.0, 0.0], [0.4, -0.2, -0.2], [0.0, -0.4, -0.2], [0.2, 0.2, -0.3], [-0.2, 0.1, 0.2], [0.0, -0.2, -0.2], [-0.3, 0.2, -0.2], [0.0, 0.2, 0.0], [0.0, 0.0, 0.0], [0.0, 0.1, 0.0], [0.1, 0.0, -0.1], [0.1, 0.0, 0.0], [0.1, 0.0, 0.0], [0.0, -0.1, 0.0], [0.0, 0.0, 0.0], [0.0, 0.0, 0.0], [-0.1, 0.0, 0.0], [0.0, 0.0, 0.0], [0.0, 0.0, 0.0], [0.0, 0.0, 0.0], [0.0, 0.0, 0.1], [0.0, 0.0, 0.0], [0.0, -0.1, -0.1], [-0.1, 0.0, 0.0], [0.0, 0.0, 0.0], [0.0, 0.0, 0.0], [0.0, 0.0, 0.0], [0.0, 0.0, 0.0], [0.0, 0.0, 0.0], [0.0, 0.0, 0.0], [0.0, 0.0, 0.0], [0.0, 0.0, 0.0], [0.0, -0.1, 0.0], [0.0, 0.0, 0.0], [-0.1, 0.0, 0.0], [0.0, 0.0, 0.1], [-0.3, 0.1, -0.4], [-0.2, 0.0, 0.1], [0.1, 0.0, -0.2], [0.1, 0.0, -0.2], [0.2, 0.0, -0.5], [-0.1, -0.2, 0.6], [-0.2, -0.1, 0.1], [-0.1, 0.4, -0.1], [0.0, 0.1, 0.0], [0.0, 0.0, 0.0], [0.0, 0.0, 0.0], [0.0, 0.0, 0.1], [-0.2, -0.1, 0.0], [0.4, 0.1, 0.4], [-0.3, 0.1, 0.1], [0.0, -0.3, 0.0], [0.0, 0.0, 0.0], [0.1, 0.0, -0.1], [0.2, 0.2, 0.0], [-0.1, 0.1, 0.0]],
  "mulliken_charge": [0.5712, -1.5807, 1.4571, -0.8827, -0.8797, -0.7191, 0.6752, -1.0847, 0.0065, 0.5266, -0.3681, -0.8310, 0.1632, -0.3480, -0.7057, -0.2057, 0.0536, 0.3384, -0.1597, -0.8332, 0.3793, -0.0098, 0.9278, -1.0804, -1.0310, -0.7342, -0.9664, 1.1338, -1.0918, 0.4563, 0.3296, 0.1474, 0.2801, 0.3029, 0.2744, 0.4542, -0.1300, 0.2726, 0.4631, 0.3604, 0.4536, 0.2874, 0.3982, -0.0333, 0.3186, 0.3771, 0.3146, 0.4100, 0.2716, 0.0454, -0.4162, 0.2878, -0.2943, -0.6898, -0.0928, -0.9013, 0.6735, -0.3016, 0.3956, 0.3821, 0.3497, 0.3891, -0.6827, 0.0877, -0.6764, -0.5509, 0.4097, 0.3583, 0.1256, 0.3719]
}